1.
Below is a 3-piece molecular cluster, C39H70N7O10PS2 overall, with properties calculated with the ωB97M-V functional and the def2-TZVPD basis.

Properties
- frontier orbital gap (eV) = 5.93
- E_tot (eV) = -103434.7789
- E_LUMO (eV) = -1.70

Structure (ORCA input):
```
! wB97M-V def2-TZVPD RIJCOSX def2/J DEFGRID3
* xyz 0 1
C 3.29 3.61 2.57
C 2.66 2.73 1.38
C 1.62 3.61 0.59
C 0.76 2.84 -0.53
O -0.12 1.82 -0.18
C 0.08 0.52 0.22
C 1.26 -0.37 -0.32
C 2.49 0.23 -1.09
C 2.32 0.34 -2.67
O 3.04 -0.31 -3.40
O 1.38 1.16 -3.27
C -1.28 -0.23 -0.30
N -1.40 -0.03 -1.73
C -2.39 0.99 -2.15
C -1.43 -1.10 -2.68
C -0.22 -1.69 -3.52
O -2.50 -1.58 -3.02
C -1.59 -1.62 0.38
O -0.66 -2.67 0.30
C -0.71 -3.61 -0.77
C -0.54 -5.08 -0.15
C -1.90 -5.86 0.00
C -3.11 -1.99 0.00
O -3.92 -1.10 -0.34
O -3.57 -3.21 0.10
N -1.64 -1.34 1.88
C -2.40 -2.22 2.74
C -3.91 -2.11 3.08
C -4.49 -3.36 3.69
C -5.88 -3.46 4.13
C -6.83 -2.34 3.95
C -6.30 -1.09 3.35
C -4.86 -1.00 2.94
C -4.39 0.37 2.37
C -0.37 -0.89 2.20
N 0.65 -1.50 2.79
S 0.56 -3.16 3.24
N 1.89 -0.84 3.05
C 1.77 -0.41 4.25
O 1.63 0.10 5.26
N -0.03 0.48 1.75
P -0.97 1.62 2.58
O -2.15 2.45 1.80
O -1.79 0.80 3.82
S 0.02 2.95 3.65
H 2.96 4.69 2.51
H 2.91 3.22 3.56
H 4.41 3.53 2.61
H 2.26 1.75 1.76
H 3.54 2.55 0.68
H 0.94 4.25 1.22
H 2.24 4.35 -0.01
H 1.51 2.68 -1.38
H 0.13 3.69 -0.96
H 1.72 -1.04 0.47
H 0.83 -1.14 -1.04
H 2.88 1.22 -0.76
H 3.35 -0.50 -0.98
H 1.42 0.94 -4.23
H -2.06 0.48 0.15
H -3.46 0.65 -2.18
H -2.30 1.96 -1.57
H -2.12 1.27 -3.22
H -0.57 -2.56 -4.15
H 0.16 -0.94 -4.28
H 0.64 -2.07 -2.91
H 0.23 -3.47 -1.40
H -1.56 -3.58 -1.49
H 0.08 -5.65 -0.91
H 0.00 -5.02 0.84
H -1.78 -6.98 0.12
H -2.63 -5.62 -0.82
H -2.41 -5.51 0.95
H -2.23 -3.30 2.42
H -1.92 -2.18 3.78
H -3.83 -4.26 3.86
H -6.22 -4.42 4.61
H -7.89 -2.48 4.29
H -7.03 -0.25 3.25
H -5.24 0.79 1.75
H -3.49 0.25 1.72
H -4.16 1.10 3.20
H 1.23 -3.81 2.20
H -1.83 3.26 1.36
H -1.15 0.62 4.54
C 5.89 -4.51 -0.73
C 5.58 -3.34 0.19
N 5.29 -3.72 1.56
C 4.76 -2.61 2.36
C 5.68 -1.42 2.62
C 6.29 -4.54 2.23
C 7.71 -3.96 2.35
H 5.06 -5.23 -0.74
H 6.04 -4.16 -1.75
H 6.80 -5.03 -0.44
H 4.70 -2.83 -0.23
H 6.41 -2.62 0.13
H 4.41 -3.00 3.32
H 3.86 -2.24 1.86
H 6.42 -1.63 3.38
H 5.09 -0.57 2.99
H 6.19 -1.08 1.71
H 6.36 -5.49 1.70
H 5.93 -4.80 3.23
H 8.04 -3.48 1.44
H 8.41 -4.77 2.57
H 7.78 -3.25 3.17
C -3.52 6.62 -2.21
C -2.35 6.37 -3.15
N -2.34 5.04 -3.74
C -1.09 4.72 -4.43
C -0.74 5.55 -5.67
C -3.56 4.64 -4.45
C -4.00 5.52 -5.63
H -3.55 5.89 -1.40
H -3.42 7.62 -1.76
H -4.48 6.60 -2.74
H -1.43 6.48 -2.55
H -2.33 7.15 -3.91
H -1.09 3.66 -4.71
H -0.28 4.82 -3.71
H -1.33 5.25 -6.54
H 0.31 5.40 -5.93
H -0.88 6.62 -5.51
H -4.38 4.60 -3.73
H -3.46 3.61 -4.80
H -3.91 6.58 -5.42
H -5.05 5.31 -5.86
H -3.43 5.29 -6.53
*
```

These are the Mulliken partial charges, in e, on atoms 1 to 4: -1.299 0.908 -0.957 0.037


2.
Below is C5H6O as an isolated structure, with properties calculated with the ωB97M-V functional and the def2-TZVPD basis.

Properties
- frontier orbital gap (eV) = 9.19
- E_tot (eV) = -7324.1201
- E_LUMO (eV) = 0.44

Structure (ORCA input):
```
! wB97M-V def2-TZVPD RIJCOSX def2/J DEFGRID3
* xyz 0 1
C -1.29 0.31 -1.30
C -0.44 0.37 -0.06
C -0.29 -0.76 0.84
C 0.97 -0.45 1.64
C 0.98 -0.42 0.17
O 0.41 1.35 0.03
H -1.92 1.20 -1.33
H -1.91 -0.58 -1.33
H -0.64 0.35 -2.18
H 1.39 -1.32 2.13
H 1.18 0.51 2.11
H 1.56 -0.56 -0.73
*
```

These are the natural (NBO) partial charges, in e, on atoms 1 to 4: -0.670 0.412 -0.238 -0.433


3.
Below is an isolated ion of composition C3H10N4 and charge +2, with properties calculated with the ωB97M-V functional and the def2-TZVPD basis.

Properties
- frontier orbital gap (spin up / spin down) (eV) = 7.22 / 6.70
- ⟨S²⟩ = 2.009
- E_tot (eV) = -9208.7989
- E_LUMO (spin up / spin down) (eV) = -7.99 / -12.73

Structure (ORCA input):
```
! wB97M-V def2-TZVPD RIJCOSX def2/J DEFGRID3
* xyz 2 3
C -0.68 -0.87 -0.65
C -0.11 -0.07 -1.54
C -0.42 -1.03 0.86
N -0.01 0.36 -2.73
N 0.75 -1.70 1.13
N 0.42 1.26 0.20
N -0.38 0.71 1.25
H -1.40 -1.51 -1.06
H -1.33 -1.30 1.44
H -0.43 1.24 -3.00
H 0.64 0.09 -3.44
H 0.97 -2.25 1.98
H 1.33 -1.78 0.32
H 1.43 0.89 0.27
H 0.37 2.23 -0.09
H -1.30 1.08 1.19
H -0.02 1.03 2.18
*
```

These are the natural (NBO) partial charges, in e, on atoms 1 to 4: -0.098 0.315 0.126 -0.757


4.
Below is a 6-piece molecular cluster, C5H21NO6 overall, with properties calculated with the ωB97M-V functional and the def2-TZVPD basis.

Properties
- frontier orbital gap (eV) = 8.75
- SMILES string = CNCCCC=O.O.O.O.O.O
- E_tot (eV) = -19300.1739
- E_LUMO (eV) = 0.00

Structure (ORCA input):
```
! wB97M-V def2-TZVPD RIJCOSX def2/J DEFGRID3
* xyz 0 1
C 0.93 -1.93 -1.78
N -0.45 -1.62 -1.46
C -0.86 -0.38 -2.12
C -2.31 -0.05 -1.70
C -2.48 1.26 -0.90
C -3.40 2.24 -1.58
O -3.96 3.10 -0.94
H 1.16 -2.79 -1.15
H 0.97 -2.22 -2.83
H 1.66 -1.14 -1.61
H -0.51 -1.54 -0.44
H -0.74 -0.58 -3.19
H -0.16 0.44 -1.91
H -2.91 -0.05 -2.62
H -2.69 -0.93 -1.20
H -1.49 1.74 -0.85
H -2.80 1.05 0.12
H -3.54 2.10 -2.66
O 1.18 0.80 1.48
H 2.14 0.82 1.76
H 1.24 1.44 0.76
O 1.62 3.40 3.18
H 1.03 3.03 2.51
H 1.46 2.83 3.95
O 3.54 1.64 2.28
H 3.24 2.57 2.38
H 4.40 1.66 1.84
O 1.18 -4.38 1.12
H 0.23 -4.38 1.30
H 1.24 -3.45 0.84
O 0.32 -1.72 1.50
H 0.61 -0.79 1.59
H 0.17 -2.16 2.33
*
```

These are the natural (NBO) partial charges, in e, on atoms 1 to 4: -0.415 -0.626 -0.209 -0.424


5.
Below is C31H58BrN5Si4W as an isolated structure, with properties calculated with the ωB97M-V functional and the def2-TZVPD basis.

Properties
- frontier orbital gap (spin up / spin down) (eV) = 7.60 / 7.29
- ⟨S²⟩ = 2.025
- E_tot (eV) = -143907.3098
- E_LUMO (spin up / spin down) (eV) = -5.12 / -5.89

Structure (ORCA input):
```
! wB97M-V def2-TZVPD RIJCOSX def2/J DEFGRID3
* xyz 2 3
W -1.28 0.30 -0.17
C -4.09 0.95 1.10
C -3.41 2.27 1.40
N -1.95 2.21 1.07
C -1.48 3.46 0.40
C -0.99 3.17 -1.02
N -1.69 1.97 -1.56
C -3.15 2.22 -1.78
C -4.00 1.01 -1.41
N -3.54 0.37 -0.14
H -5.17 1.09 1.02
H -3.90 0.23 1.89
H -3.54 2.52 2.46
H -3.86 3.08 0.84
H -1.44 2.12 1.94
H -0.67 3.89 0.97
H -2.29 4.19 0.40
H 0.08 2.93 -1.01
H -1.13 4.03 -1.67
H -1.26 1.76 -2.45
H -3.32 2.47 -2.83
H -3.43 3.10 -1.21
H -3.91 0.25 -2.18
H -5.05 1.30 -1.34
H -3.87 -0.59 -0.18
Br -1.85 -1.74 1.45
C -2.57 -2.93 0.13
C -3.17 -4.07 0.55
C -3.68 -4.95 -0.44
C -3.55 -4.64 -1.76
C -2.92 -3.43 -2.17
C -2.79 -3.11 -3.55
C -2.18 -1.96 -3.92
C -1.67 -1.07 -2.94
C -1.75 -1.31 -1.58
C -2.40 -2.53 -1.21
H -3.26 -4.32 1.60
H -4.16 -5.87 -0.13
H -3.93 -5.31 -2.52
H -3.18 -3.80 -4.29
H -2.08 -1.71 -4.97
H -1.20 -0.17 -3.31
C 3.26 1.87 0.03
Si 2.19 2.15 1.55
C 3.29 2.02 3.06
C 1.72 3.96 1.46
Si 0.60 0.40 1.65
Si 1.92 -1.58 1.68
C 2.20 -2.21 -0.06
C 3.59 -1.32 2.47
C 1.06 -2.95 2.65
Si -0.19 0.72 3.90
C 1.08 0.10 5.12
C -0.51 2.55 4.23
C -1.80 -0.13 4.37
H 4.16 2.49 0.04
H 2.70 2.12 -0.87
H 3.57 0.82 -0.03
H 4.26 2.47 2.81
H 3.47 1.00 3.38
H 2.87 2.58 3.90
H 2.65 4.50 1.66
H 1.00 4.30 2.21
H 1.38 4.27 0.47
H 2.84 -1.53 -0.64
H 1.26 -2.34 -0.61
H 2.71 -3.18 -0.02
H 4.19 -0.57 1.94
H 4.13 -2.27 2.42
H 3.52 -1.03 3.52
H 0.37 -3.51 2.02
H 0.52 -2.60 3.53
H 1.83 -3.65 2.99
H 2.02 0.65 5.08
H 1.31 -0.96 4.97
H 0.66 0.21 6.12
H 0.26 3.21 3.83
H -0.52 2.70 5.32
H -1.48 2.90 3.88
H -1.73 -1.22 4.33
H -2.65 0.18 3.75
H -2.05 0.12 5.40
N 0.50 0.23 -1.32
C 1.27 0.05 -2.17
N 2.08 -0.15 -3.16
C 3.47 0.38 -3.22
C 4.44 -0.76 -3.51
C 4.03 -1.52 -4.77
C 2.61 -2.05 -4.63
C 1.63 -0.92 -4.34
H 3.70 0.87 -2.28
H 3.49 1.12 -4.02
H 4.44 -1.45 -2.66
H 5.44 -0.35 -3.60
H 4.72 -2.34 -4.96
H 4.09 -0.85 -5.63
H 2.56 -2.78 -3.81
H 2.28 -2.56 -5.54
H 0.63 -1.30 -4.14
H 1.58 -0.22 -5.18
*
```

These are the Mulliken partial charges, in e, on atoms 1 to 4: 1.024 -1.036 -0.549 0.328


6.
Below is one molecule with the formula C5H10O, with properties calculated with the ωB97M-V functional and the def2-TZVPD basis.

Properties
- frontier orbital gap (eV) = 7.59
- E_tot (eV) = -7390.8816
- E_LUMO (eV) = -0.51

Structure (ORCA input):
```
! wB97M-V def2-TZVPD RIJCOSX def2/J DEFGRID3
* xyz 0 1
C -0.23 -0.93 -1.33
C 0.73 -0.33 -0.31
C 0.85 1.40 -0.50
O -0.14 1.92 0.19
C 0.28 -0.14 1.04
C -1.13 -0.30 1.45
H -0.49 -1.97 -1.11
H 0.23 -0.90 -2.32
H -1.15 -0.34 -1.38
H 1.75 -0.73 -0.38
H 0.88 1.65 -1.59
H 1.87 1.52 -0.10
H 1.03 0.08 1.80
H -1.30 -0.10 2.51
H -1.52 -1.28 1.18
H -1.67 0.45 0.85
*
```

These are the natural (NBO) partial charges, in e, on atoms 1 to 4: -0.625 -0.399 0.093 -0.778